1.
DFT (wB97M-V/def2-TZVPD) results for a cluster of 9 separate species, C25H67NO9 in total.

The geometry in XYZ format:
```
102
C25H67NO9 wB97M-V/def2-TZVPD
C -2.5936 -1.6230 2.2869
C -2.8125 -0.3975 3.1974
O -1.6956 -0.1474 4.0849
H -2.0499 -1.4042 1.3679
H -3.5194 -2.0936 1.9558
H -2.0767 -2.4003 2.8497
H -3.6312 -0.5734 3.8951
H -3.1007 0.4479 2.5726
H -1.7123 0.7083 4.5198
C -2.2391 3.9142 2.5031
C -3.1413 4.6228 3.5385
O -2.4085 4.8600 4.7172
H -1.2708 4.4071 2.4156
H -2.6426 3.9583 1.4915
H -2.0327 2.8753 2.7602
H -4.0137 4.0160 3.7811
H -3.3691 5.6466 3.2418
H -2.9053 5.4912 5.2428
C -2.1127 1.6264 -3.6451
C -1.2959 2.5266 -4.5797
O -2.0853 3.5592 -4.9341
H -1.5316 0.7331 -3.4159
H -3.0024 1.2291 -4.1337
H -2.2008 2.0961 -2.6654
H -1.0315 1.9198 -5.4458
H -0.4135 2.8396 -4.0216
H -1.4842 4.1489 -5.3951
C 4.0466 3.4232 1.1916
C 4.6108 4.8811 1.0579
O 3.8995 5.7695 1.8638
H 4.7191 2.7332 0.6819
H 3.0041 3.3465 0.8829
H 4.0547 3.0180 2.2035
H 4.5512 5.0742 -0.0132
H 5.6486 4.8076 1.3828
H 3.9082 5.3656 2.7347
C 1.1124 -0.7702 -4.0267
C 1.6813 -2.0689 -4.5593
O 0.6164 -2.8085 -5.0854
H 0.5112 -0.1710 -4.7105
H 1.8109 -0.0997 -3.5262
H 0.4539 -0.9494 -3.1768
H 2.1820 -2.6497 -3.7846
H 2.3904 -1.8358 -5.3536
H 0.0299 -2.2372 -5.5865
C -0.1982 2.1572 -0.2636
C -1.3303 1.0990 -0.1255
O -1.0782 -0.0629 -0.9509
H -0.0322 2.4877 -1.2889
H 0.6969 1.9171 0.3102
H -0.6168 3.0472 0.2062
H -2.3074 1.4298 -0.4776
H -1.2543 0.8510 0.9332
H -0.2364 -0.3926 -0.6280
C -5.3935 -1.0525 -0.2733
C -5.8856 -0.1313 0.8744
O -7.0732 -0.6699 1.2945
H -6.1097 -1.2295 -1.0757
H -5.0805 -2.0283 0.0983
H -4.5371 -0.5483 -0.7208
H -6.0688 0.8932 0.5504
H -5.1928 -0.2325 1.7098
H -7.2725 -0.4644 2.2108
C -2.5704 -2.9186 -1.3620
C -1.7011 -2.7342 -2.6176
O -1.7564 -3.9682 -3.3743
H -3.5795 -3.1668 -1.6908
H -2.7613 -1.9886 -0.8267
H -2.2671 -3.6433 -0.6064
H -0.6700 -2.4855 -2.3665
H -2.0200 -1.9333 -3.2847
H -2.6577 -4.2943 -3.3204
C 3.8125 -0.0406 0.0345
C 3.8631 -1.5579 -0.1277
C 4.9318 -2.1709 0.8453
C 4.5281 -2.1904 2.3272
C 3.1664 -2.9503 2.5197
C 2.0399 -2.3560 1.6002
N 2.5565 -2.1955 0.1942
O 1.5211 -1.8574 -0.7228
C 0.8830 -3.4093 1.6424
C 1.4924 -0.9779 2.1804
C 4.2449 -1.8824 -1.5790
H 4.2388 0.2374 0.9984
H 2.8411 0.4037 -0.1823
H 4.5693 0.4569 -0.5720
H 5.1018 -3.2139 0.5780
H 5.8959 -1.6938 0.6689
H 4.5386 -1.2139 2.8114
H 5.1863 -2.8196 2.9263
H 2.8737 -2.9442 3.5696
H 3.2987 -4.0119 2.3109
H -0.0169 -3.2202 1.0572
H 1.2924 -4.3638 1.3117
H 0.5318 -3.4483 2.6735
H 2.2584 -0.2182 2.3358
H 0.7854 -0.5433 1.4737
H 1.0100 -1.1448 3.1435
H 4.1338 -2.9444 -1.7979
H 5.2639 -1.5917 -1.8342
H 3.6560 -1.3297 -2.3110
H 1.5969 -2.5602 -1.3724
```

Computed properties:
**2S+1**: 2
**⟨S²⟩**: 0.75
**E_HOMO (spin up / spin down)**: -11.936 / -11.936 eV
**E_LUMO (spin up / spin down)**: -2.32 / -6.97 eV
**Charge**: +1


2.
DFT (wB97M-V/def2-TZVPD) results for a structure of composition C28H34BrCl3N8O6SSiZr.

The geometry in XYZ format:
```
83
C28H34BrCl3N8O6SSiZr wB97M-V/def2-TZVPD
Zr -0.3378 0.7313 0.9085
N -3.2451 3.2132 -1.5033
C -2.2402 2.9222 -0.6365
S -0.7074 2.4124 -1.2860
N -2.5008 3.0229 0.6382
N -1.3756 2.6981 1.3868
C -1.3468 3.2068 2.5648
C -0.2151 3.1235 3.4674
C -0.2693 3.8633 4.6538
C 0.8212 3.9523 5.4953
C 2.0048 3.3108 5.1390
C 2.0880 2.5732 3.9743
C 0.9742 2.4408 3.1389
O 1.0454 1.6787 2.0577
H -3.0171 3.3417 -2.4712
H -4.0561 3.6803 -1.1329
H -2.2001 3.7998 2.8897
H -1.1885 4.3822 4.8987
H 0.7590 4.5236 6.4109
H 2.8718 3.3847 5.7838
H 2.9996 2.0581 3.7004
C 2.6965 -2.4396 1.9296
C 1.3361 -2.3063 1.3150
O 0.8134 -1.1941 1.1902
N 0.7132 -3.4185 0.9131
C -0.6818 -3.3964 0.4813
C -0.8653 -3.3809 -1.0164
C -1.7909 -4.2263 -1.6113
C -2.0356 -4.1110 -2.9698
C -1.3360 -3.1611 -3.6921
C -0.4119 -2.3808 -3.0178
N -0.1684 -2.4760 -1.7125
H 3.1388 -1.4501 2.0062
H 3.3356 -3.0912 1.3332
H 2.6050 -2.8644 2.9303
H 1.1666 -4.2988 1.0880
H -1.1564 -2.5112 0.9040
H -1.1982 -4.2543 0.9117
H -2.3361 -4.9390 -1.0078
H -2.7688 -4.7440 -3.4517
H -1.5101 -3.0103 -4.7482
H 0.1438 -1.6201 -3.5562
C 4.1032 1.5535 0.6094
N 3.3014 1.9412 -0.5440
C 2.5136 3.1518 -0.3457
C 2.6287 0.8435 -1.1067
N 1.4537 0.4786 -0.7182
N 3.3639 0.1620 -2.0315
C 4.5429 0.7141 -2.6735
C 2.9102 -1.1102 -2.5542
H 3.4791 1.2477 1.4588
H 4.7206 2.4002 0.9098
H 4.7694 0.7330 0.3344
H 2.0722 3.4599 -1.2920
H 3.1970 3.9351 -0.0146
H 1.7133 3.0466 0.3879
H 1.0792 -0.2816 -1.2838
H 4.6816 1.7422 -2.3603
H 4.4195 0.6786 -3.7588
H 5.4336 0.1355 -2.4125
H 2.2287 -0.9824 -3.4013
H 2.4017 -1.6986 -1.7896
H 3.7754 -1.6738 -2.9013
O -1.4681 -1.0437 2.6916
O -1.4433 0.4198 2.6312
Br -5.2684 -0.8144 -6.0663
C -4.5307 -0.8443 -4.3190
C -3.3519 -0.1623 -4.0678
C -2.8154 -0.1925 -2.7898
C -3.4460 -0.9074 -1.7809
C -4.6301 -1.5832 -2.0521
C -5.1851 -1.5501 -3.3210
C -2.8290 -1.0410 -0.4143
O -3.2155 -1.8978 0.3578
O -1.8251 -0.2435 -0.1806
H -2.8596 0.3846 -4.8611
H -1.9070 0.3507 -2.5654
H -5.1033 -2.1438 -1.2568
H -6.1096 -2.0678 -3.5365
Cl 0.8561 -0.6796 4.6739
Si -0.9958 -1.3797 4.2039
Cl -2.3004 -0.7012 5.5993
Cl -0.9144 -3.4256 4.2446
```

Computed properties:
**2S+1**: 1
**Relative energy (zero: lowest compared OMol25 entry of this formula, charge and spin)**: 56.3 kcal/mol
**E_HOMO**: -7.539 eV
**E_LUMO**: 0.23 eV


The lowest 2S+1 belongs to which entry? C28H34BrCl3N8O6SSiZr


Which value of 2S+1 does entry 1 give? 2


Among the records above, which one has the highest 2S+1? C25H67NO9